w | 20
Properties=species:S:1:pos:R:3:lowdin_charge:R:1 method="wB97M-V/def2-TZVPD" e_homo_ev="-8.1 / -8.6" gap_ev="7.412 / 7.961" lumo_ev="-0.697 / -0.661"
N 4.6694 0.1222 -1.0748 0.0009
C -1.1906 0.6829 0.3506 -0.0737
H -2.9362 1.5752 -0.3559 0.1020
C -2.5108 0.6094 -0.2094 0.0051
H 3.8018 -0.4705 -1.0978 0.0284
N 0.6343 -0.6009 1.2413 0.0724
N -0.6964 2.0135 0.5708 -0.4595
C -3.1132 -0.5797 -0.5699 -0.0713
C -1.1779 -1.7534 0.3167 -0.0302
O -1.5521 2.8912 0.7681 -0.0552
H -0.5470 -2.6843 0.4987 0.1454
H 5.4824 -0.3064 -1.4769 -0.0079
C -2.4296 -1.7449 -0.2793 -0.0921
H -2.7850 -2.7035 -0.7351 0.1210
H -4.1245 -0.4667 -1.0687 0.1350
N 0.4971 2.2099 0.5931 0.1541
C -0.6019 -0.5594 0.6577 -0.2523
H 2.4678 0.5145 1.9409 0.1286
H 4.5979 1.0329 -1.4539 -0.0168
C 1.5146 0.2180 1.3837 0.1660

***

x | 20
Properties=species:S:1:pos:R:3:lowdin_charge:R:1 method="wB97M-V/def2-TZVPD" e_homo_ev=-9.0 gap_ev=8.653 smiles=Cc1cocn1.c1cnncn1 lumo_ev=-0.343
C 1.9406 -0.7189 -0.4692 -0.2191
C -2.5903 0.4522 0.1755 -0.3360
H -0.5246 0.9820 -0.0976 0.0431
H 0.9974 -1.1894 -0.7287 0.1082
C -1.4252 1.3825 0.3908 -0.0286
O -3.8741 -1.3088 0.0773 0.0202
H 4.9612 -1.6164 0.2926 0.1086
N 2.9827 -1.5485 -0.2803 0.0933
N 1.9673 0.5789 -0.4107 0.0342
H -5.2925 -0.5124 -1.2028 0.1345
H -2.2240 -1.4504 1.3317 0.1262
C -2.7557 -0.8038 0.6517 -0.0714
C -4.3675 -0.3086 -0.6784 -0.2020
N 3.1579 1.1706 -0.2020 0.0412
N -3.6287 0.7217 -0.6690 0.1240
C 4.2113 0.4211 0.0659 -0.1365
H 5.1693 0.9344 0.2574 0.1143
C 4.1397 -0.9543 0.0373 -0.1120
H -1.6254 2.3795 -0.0046 0.0798
H -1.2195 1.3886 1.4632 0.0779

***

Tell me which of them is the least stable. Sure, it is w.

***

w | 10
Properties=species:S:1:pos:R:3:lowdin_charge:R:1 method="wB97M-V/def2-TZVPD" e_homo_ev="0.1 / 0.1" gap_ev="2.205 / 2.035" charge=-2 lumo_ev="2.274 / 2.104"
H -17.0850 0.3162 -5.5131 -0.3192
N 7.1816 0.5676 0.9483 -0.1127
N 7.5262 -2.2073 3.7967 -0.1602
H 8.4169 -1.8292 3.6991 -0.2335
N 7.2095 0.4900 2.1422 -0.1372
H 6.9493 -1.4575 3.1536 -0.1016
N -17.5498 1.1930 -5.8199 -0.3571
H -16.8306 1.8610 -5.4946 -0.3237
O 7.3325 1.4179 2.9978 -0.1060
O 6.8494 -0.3517 0.0898 -0.1489

***

x | 10
Properties=species:S:1:pos:R:3:lowdin_charge:R:1 method="wB97M-V/def2-TZVPD" e_homo_ev="3.0 / 3.0" gap_ev="5.243 / 5.244" charge=-2 lumo_ev="8.283 / 8.283"
O -0.4896 -1.6054 0.5784 -0.5050
N 1.0610 0.3152 -0.0101 -0.3728
H -0.3043 0.1359 1.1912 -0.0098
O 0.8054 1.3749 -0.8035 -0.4663
H -0.2660 0.5745 -1.3985 -0.0822
N 0.6205 0.6098 1.3826 -0.1036
H -1.7828 0.0516 -0.8629 0.0379
N 0.0038 -1.1431 -0.5973 -0.3385
N -0.8624 -0.3029 -1.4163 -0.1537
H 1.2144 -0.0105 1.9363 -0.0060

***

Tell me which of them is the least stable. Sure, it is x.

***

w | 21
Properties=species:S:1:pos:R:3:lowdin_charge:R:1 method="wB97M-V/def2-TZVPD" e_homo_ev=-8.9 gap_ev=9.378 smiles=CCNCN.O.O lumo_ev=0.433
H -1.0176 0.2520 -2.1919 -0.0127
H -1.6323 1.3200 2.8145 0.0682
H -1.0844 -2.1143 -1.4536 0.0554
H -0.1584 1.4773 0.4064 0.0959
H 0.4742 1.8622 1.8312 0.1086
H -2.1314 0.4654 1.4163 0.0694
H 2.0238 -0.0477 -1.7149 0.0730
N 1.3187 0.1395 -1.0171 0.0204
N 1.0340 -0.0791 1.3740 -0.0649
H 2.5749 0.9484 0.4461 0.1164
O -1.8843 0.5902 -1.9645 -0.0612
H 0.5158 -0.9496 1.3138 0.0924
H -2.4352 0.3084 -2.6983 0.0353
C 0.0060 0.9807 1.3642 -0.3055
C 1.9576 0.0599 0.2835 -0.3369
H 0.5815 -0.5417 -1.1425 0.0162
H 0.2640 -2.2031 -1.8941 0.0357
H -1.2265 -0.2956 2.6607 0.0670
H 2.6933 -0.7070 0.4050 0.0966
O -0.6105 -2.0844 -2.3062 -0.0670
C -1.2631 0.6184 2.0675 -0.1024

***

x | 21
Properties=species:S:1:pos:R:3:lowdin_charge:R:1 method="wB97M-V/def2-TZVPD" e_homo_ev=-9.0 gap_ev=9.808 smiles=CNCCN.O.O lumo_ev=0.795
C 2.0595 -0.2993 -0.2766 -0.2457
H -1.3310 2.1162 -0.9559 0.0756
H -0.3966 -0.2782 0.3698 0.0606
N -0.2721 0.3878 -0.3744 -0.1220
H -0.6463 -1.7652 3.2677 0.0174
H 1.2177 1.3079 -1.4363 0.1136
H 2.1423 -1.7656 1.1519 0.0722
C 1.1058 0.8728 -0.4342 -0.2580
H 0.4161 -1.0592 2.2531 -0.0108
H -2.6833 0.4823 -3.1857 0.0108
H -2.1851 1.0717 0.1597 0.0785
H 2.8126 -0.3943 1.7262 0.0832
H -0.8781 2.0687 0.7901 0.0757
H 1.3076 1.7222 0.2243 0.1084
H 3.0576 0.0084 -0.6050 0.1053
H 1.7374 -1.1270 -0.9006 0.1145
O -2.8908 -0.2709 -2.6581 -0.0604
N 2.0813 -0.7611 1.1237 -0.0158
C -1.2019 1.4821 -0.0761 -0.1410
O -0.5094 -1.2679 2.4751 -0.0752
H -2.2991 -0.2334 -1.8815 0.0131

***

Tell me which of them is the least stable. Sure, it is w.

***

w | 21
Properties=species:S:1:pos:R:3:lowdin_charge:R:1 method="wB97M-V/def2-TZVPD" e_homo_ev=-9.2 gap_ev=10.090 smiles=CCNCN.O.O lumo_ev=0.850
H 0.1078 2.7819 -0.9380 0.0693
H -2.0004 0.9441 0.3150 0.1117
C -0.9307 1.1396 0.1062 -0.3130
H -1.4148 3.2006 -0.1811 0.0667
H -0.4762 1.2809 1.0885 0.1088
H 1.7919 -0.1542 -1.8393 0.0209
O 2.6232 -0.6754 -1.9818 -0.0928
H 3.2587 0.0353 -2.1369 0.0322
N 0.2248 -2.3679 -0.4807 0.0109
C -0.5669 -1.2747 0.0524 -0.2970
H -0.3670 -1.1621 1.1161 0.0960
O 0.2680 -0.4718 3.7960 -0.0557
H -0.2406 -2.7702 -1.2882 0.0621
C -0.9020 2.4185 -0.7329 -0.1017
H -1.4040 2.2810 -1.6902 0.0672
H 1.1587 -2.0792 -0.7466 0.0395
H -1.5767 -1.5088 -0.2828 0.1150
H -0.7498 0.0193 -1.4781 0.0986
H 0.6246 -1.2620 3.3484 0.0428
H 0.8406 -0.4119 4.5378 0.0101
N -0.2693 0.0371 -0.5837 -0.0917

***

x | 21
Properties=species:S:1:pos:R:3:lowdin_charge:R:1 method="wB97M-V/def2-TZVPD" e_homo_ev=-9.1 gap_ev=9.830 smiles=C[C@H](N)CN.O.O lumo_ev=0.719
H 0.7194 -0.7751 -2.4509 0.0713
N -1.1604 1.1777 1.3043 0.0002
H -1.2366 0.2110 1.6086 0.0621
H 0.7497 -0.0462 -0.1082 0.1338
H -1.8751 1.3396 -0.7252 0.1182
H -0.4228 2.1215 -0.4284 0.1103
H -0.6963 -2.0619 -0.8616 0.0529
H 2.1608 -3.5558 -0.3008 0.0377
O 1.2537 -3.2499 -0.2302 -0.0565
C -0.9445 1.1995 -0.1476 -0.2756
H -0.7379 0.0736 -2.7331 0.0796
H 1.4463 1.8399 2.5794 0.0280
O 1.5094 2.4485 1.8388 -0.0732
H -2.0552 1.5648 1.5793 0.0722
C -0.2264 -0.0325 -0.6232 -0.4910
H 0.9299 -3.4914 0.6410 0.0393
H 0.6893 0.9943 -2.4082 0.0758
H -1.9421 -1.1693 -0.3415 0.0780
C 0.1613 0.0929 -2.0937 -0.0731
H 0.9360 2.0347 1.1834 -0.0250
N -0.9334 -1.2447 -0.3264 0.0351

***

Tell me which of them is the least stable. Sure, it is w.

***

w | 13
Properties=species:S:1:pos:R:3:lowdin_charge:R:1 method="wB97M-V/def2-TZVPD" e_homo_ev=-9.5 gap_ev=10.225 lumo_ev=0.762
H 2.2354 -0.4819 0.0414 0.0450
O -0.0412 -1.0079 1.5394 -0.2763
H 0.2350 -1.1064 2.4067 -0.0110
H -3.6687 0.4656 -0.0336 0.1186
C 1.8463 -0.1172 -0.8763 -0.1476
C -1.9252 -0.2942 -1.0476 -0.0206
O -0.7557 1.4407 1.3784 -0.4622
N 0.6816 0.5972 -0.4389 -0.2963
N -2.8038 0.0327 -0.3904 0.1077
H 2.4953 0.5359 -1.5799 0.1174
S 0.3971 0.5951 1.2157 0.8529
H 1.4435 -0.9309 -1.3850 0.0571
H -0.1397 0.2713 -0.8300 -0.0846

***

x | 13
Properties=species:S:1:pos:R:3:lowdin_charge:R:1 method="wB97M-V/def2-TZVPD" e_homo_ev=-8.4 gap_ev=8.966 lumo_ev=0.543
O -0.8773 -0.8990 -0.8740 -0.5359
O -1.1661 -0.2558 1.4397 -0.5080
H 1.7027 0.0542 0.5113 0.1112
H 0.2795 -0.7097 1.3661 0.0869
H 0.5853 2.8001 -0.5480 0.0724
H 1.1277 -1.7718 -1.2494 0.1344
N 0.2670 1.8463 -0.3350 0.0559
S -1.6586 -0.0081 0.0543 0.7934
N 1.2525 -0.8674 0.7748 0.0238
C 0.7990 -1.6857 -0.1541 -0.0779
H -1.5910 2.4198 -0.7780 0.0770
H 0.2022 -2.5459 0.2545 0.1213
C -0.9229 1.6231 -0.4621 -0.3544

***

Tell me which of them is the least stable. Sure, it is x.

***

w | 27
Properties=species:S:1:pos:R:3:lowdin_charge:R:1 method="wB97M-V/def2-TZVPD" e_homo_ev=-9.1 gap_ev=8.580 smiles=O.O.O.O.O.O.O.O.O lumo_ev=-0.535
H 0.4983 -1.9948 -3.2435 0.0454
O 0.3612 1.4507 -2.2579 -0.0866
O -3.2410 -0.3699 0.6309 -0.0377
H 2.2607 0.4643 -0.1418 -0.0238
H 0.0122 2.7387 0.9683 0.0086
H 0.8390 1.4684 -3.0959 0.0406
O 0.0426 -1.3798 -2.6958 -0.0010
H -1.9461 -3.0933 1.5222 0.0190
H -1.0397 -2.7705 0.3159 0.0739
O 2.2377 -1.1270 0.2665 -0.0060
O 0.3175 0.9222 2.4465 -0.0623
H -0.2736 0.0467 0.8042 0.0175
O 2.4107 1.4424 -0.2425 -0.0977
H -0.3214 3.7321 -0.1903 0.0688
H 1.5286 1.7773 -0.1777 -0.0648
H 1.4151 -1.4489 -0.0398 0.0031
O -1.9277 -2.6684 0.7198 -0.0037
H 0.5817 0.0089 2.6471 0.0520
H -0.0935 -1.8080 -1.8817 -0.0105
H -2.8706 -1.2301 0.5651 -0.0465
H -2.8682 0.0492 1.4055 0.0398
H 1.0776 1.5340 2.6271 0.0958
O -0.4160 -0.2030 -0.1239 -0.0417
O 0.3771 3.1940 0.2142 -0.0424
H 2.2604 -1.0684 1.2188 0.0553
H -1.3477 -0.1820 -0.2156 0.0114
H 0.1250 0.5151 -2.0455 -0.0064

***

x | 27
Properties=species:S:1:pos:R:3:lowdin_charge:R:1 method="wB97M-V/def2-TZVPD" e_homo_ev=-10.3 gap_ev=10.082 smiles=O.O.O.O.O.O.O.O.O lumo_ev=-0.263
H -1.0300 2.5386 2.0171 0.0223
H -1.4110 -2.6347 -1.9471 0.0485
H -1.1129 3.6640 -0.2990 0.0787
O -0.0171 -4.1613 0.0420 -0.0680
H 0.5480 -4.3951 -0.7037 0.0365
H -0.1119 -1.9618 2.1227 0.0674
H 0.9676 -2.0105 -2.1162 -0.0125
H 0.3019 3.3027 0.1753 0.0806
H 0.5765 1.0469 2.7745 0.0107
H -0.1580 -0.4179 0.1749 0.0121
H -0.9753 -1.1522 -1.8111 0.0173
H -0.0329 -3.1955 0.0343 -0.0134
O 1.3945 0.5328 2.9091 -0.0632
H 1.9283 1.0516 3.5179 0.0592
O -0.5891 2.9427 0.0717 -0.0384
O 1.9249 -2.2411 -2.1306 -0.0827
O -0.6745 2.4339 2.9165 -0.0547
O -0.8685 -1.9577 -2.3694 -0.0696
H -1.3846 2.6880 3.5152 0.0616
H 1.0933 -1.0033 2.0270 0.0242
O 0.5223 -1.6042 1.4909 -0.0671
O -0.5950 0.1045 -0.5267 -0.0650
H -0.5855 2.6209 -4.2164 0.0357
H 2.2879 -1.8654 -1.3223 0.0226
H -0.3582 2.3707 -2.7265 0.0139
O -1.0198 2.2915 -3.4223 -0.0561
H -0.6210 1.0120 -0.1978 -0.0005

***

Tell me which of them is the least stable. Sure, it is w.